Entry 1:
Density functional theory data (wB97M-V/def2-TZVPD) for 7 unconnected molecules or ions with the total composition C21H51BN6O11P.

Calculated values
Spin multiplicity ... 1
Net charge ... -1
Energy ... -64031.5852 eV
LUMO energy ... 1.439 eV

CARTESIAN COORDINATES (ANGSTROEM)
O1 -1.5968 -1.7771 8.0165
P1 -1.8282 -1.9451 6.5266
B1 -3.4212 -0.9919 5.8054
C1 -2.8432 0.0317 4.6203
O2 -1.7420 0.9144 4.9470
O3 -2.1130 1.6071 6.1509
O4 -4.3414 -0.4473 6.7889
C2 -5.5967 -0.3633 6.1529
C3 -5.4895 -1.2575 4.8755
O5 -4.2849 -1.9562 5.0486
H1 -1.9410 -3.3177 6.1675
H2 -0.6544 -1.5314 5.8633
H3 -2.4631 -0.6091 3.8225
H4 -3.6221 0.6691 4.1679
H5 -1.9157 2.5237 5.9240
H6 -5.7304 0.6982 5.9214
H7 -6.4430 -0.6881 6.7716
H8 -6.2977 -1.9825 4.7316
H9 -5.5081 -0.6004 3.9965
C4 -0.4317 -2.0983 2.7326
O6 -0.6252 -2.7675 3.7267
N1 0.7712 -1.6290 2.3454
C5 0.9412 -0.8214 1.1537
C6 1.9342 -1.9405 3.1602
H10 -1.2513 -1.8006 2.0541
H11 1.6273 -1.2983 0.4459
H12 1.3447 0.1590 1.4303
H13 -0.0239 -0.6784 0.6678
H14 2.0693 -3.0205 3.2217
H15 1.7919 -1.5590 4.1719
H16 2.8205 -1.4922 2.7228
C7 2.8607 -0.8265 -2.3118
O7 2.5484 -1.5157 -1.3589
N2 2.0119 -0.3946 -3.2610
C8 2.4571 0.4195 -4.3766
C9 0.6063 -0.7599 -3.1624
H17 3.9005 -0.4922 -2.4794
H18 1.9367 1.3802 -4.3695
H19 2.2488 -0.0953 -5.3152
H20 3.5288 0.5986 -4.3007
H21 0.1864 -0.3849 -2.2290
H22 0.4999 -1.8449 -3.1692
H23 0.0615 -0.3365 -4.0026
C10 2.7564 -2.0488 -7.7582
O8 2.3276 -0.9495 -7.4528
N3 3.8210 -2.6475 -7.1961
C11 4.2741 -3.9589 -7.6160
C12 4.5377 -1.9599 -6.1342
H24 2.2869 -2.6595 -8.5472
H25 4.2376 -4.6563 -6.7773
H26 5.3004 -3.9029 -7.9841
H27 3.6357 -4.3351 -8.4124
H28 3.8668 -1.7635 -5.2983
H29 4.9197 -1.0055 -6.4995
H30 5.3651 -2.5774 -5.7949
C13 5.6824 -1.1650 4.4506
O9 4.9514 -1.9744 3.9217
N4 6.4704 -0.2957 3.7790
C14 7.3228 0.6554 4.4581
C15 6.4483 -0.3268 2.3273
H31 5.7613 -1.0659 5.5467
H32 7.0482 1.6762 4.1825
H33 8.3688 0.4881 4.1894
H34 7.2162 0.5444 5.5352
H35 5.4397 -0.1300 1.9617
H36 6.7503 -1.3113 1.9676
H37 7.1291 0.4272 1.9386
C16 -7.4554 2.6002 3.5960
O10 -7.0599 1.4649 3.7393
N5 -6.8767 3.6820 4.1632
C17 -7.3799 5.0206 3.9604
C18 -5.7043 3.4760 5.0048
H38 -8.3350 2.8532 2.9744
H39 -6.6149 5.6484 3.4959
H40 -7.6669 5.4681 4.9155
H41 -8.2529 4.9948 3.3102
H42 -4.9077 2.9974 4.4341
H43 -5.9501 2.8240 5.8417
H44 -5.3578 4.4363 5.3813
C19 -2.2138 1.4768 -8.2042
O11 -2.4131 0.7875 -7.2244
N6 -1.0047 1.9322 -8.5887
C20 -0.8305 2.7520 -9.7677
C21 0.1573 1.5825 -7.7852
H45 -3.0295 1.7951 -8.8774
H46 -0.1625 2.2582 -10.4771
H47 -0.4013 3.7194 -9.4969
H48 -1.7919 2.9187 -10.2499
H49 0.2719 0.5011 -7.7398
H50 0.0263 1.9559 -6.7682
H51 1.0522 2.0195 -8.2208

Mulliken atomic charge list, values in e, 8 entries: -0.809 0.486 1.211 -0.351 -0.273 -0.362 -0.552 0.466

***

Entry 2:
Density functional theory data (wB97M-V/def2-TZVPD) for 3 unconnected molecules or ions with the total composition C21H51BN8O6P2.

Calculated values
Spin multiplicity ... 1
SMILES ... COCCCC[C@](C#N)(CC#N)OB(O)O.CN(C)P(=O)(N(C)C)N(C)C.CN(C)P(=O)(N(C)C)N(C)C
Energy ... -66062.2430 eV
LUMO energy ... -0.301 eV

CARTESIAN COORDINATES (ANGSTROEM)
C1 -1.5315 4.8456 -1.5454
O1 -0.8607 5.7254 -2.4476
C2 -1.6405 6.8455 -2.7599
C3 -2.6846 6.5451 -3.8626
C4 -3.1974 7.8136 -4.5411
C5 -4.0417 7.5808 -5.7882
C6 -5.3142 6.7552 -5.5507
C7 -5.0163 5.2925 -5.5093
N1 -4.6677 4.2304 -5.2053
C8 -6.2871 7.0293 -6.7743
C9 -6.7688 5.7902 -7.3899
N2 -7.1100 4.8108 -7.9056
O2 -5.9498 7.2303 -4.3855
B1 -6.7454 6.2897 -3.7253
O3 -7.8066 5.6321 -4.3018
O4 -6.4596 6.0586 -2.3822
H1 -1.1240 3.8540 -1.7236
H2 -2.6072 4.8215 -1.7271
H3 -1.3075 5.1826 -0.5310
H4 -2.2019 7.2095 -1.8908
H5 -0.9856 7.6210 -3.1630
H6 -3.5160 6.0397 -3.3613
H7 -2.2700 5.8122 -4.5582
H8 -3.6866 8.4287 -3.7868
H9 -2.3127 8.3736 -4.8667
H10 -3.4822 7.1517 -6.6203
H11 -4.3735 8.5648 -6.1341
H12 -7.1159 7.6522 -6.4532
H13 -5.7352 7.5972 -7.5216
H14 -7.5521 4.8763 -4.8424
H15 -7.0479 6.6290 -1.8757
O5 0.8401 1.6729 -0.1735
P1 1.1656 0.2419 0.2170
N3 1.2019 -0.4584 -1.3691
C10 0.0074 -0.4625 -2.1980
C11 2.3336 0.0332 -2.1445
N4 -0.2654 -0.0925 1.0984
C12 -1.2231 -1.1202 0.7690
C13 -0.9288 1.0390 1.7328
N5 1.8808 -1.2254 0.9358
C14 2.8986 -0.8940 1.9471
C15 2.3250 -2.3913 0.1798
H16 0.2370 -0.8902 -3.1766
H17 -0.4098 0.5402 -2.3518
H18 -0.7635 -1.1067 -1.7789
H19 3.2496 0.0106 -1.5422
H20 2.1826 1.0650 -2.4838
H21 2.5079 -0.6029 -3.0155
H22 -1.9543 -0.7706 0.0292
H23 -1.7762 -1.4254 1.6631
H24 -0.7440 -2.0238 0.3905
H25 -1.5583 1.5966 1.0265
H26 -0.2003 1.7284 2.1530
H27 -1.5552 0.6949 2.5597
H28 3.8182 -0.5211 1.4848
H29 3.1420 -1.7654 2.5572
H30 2.5236 -0.1199 2.6256
H31 3.2012 -2.1911 -0.4462
H32 1.5294 -2.7879 -0.4439
H33 2.5926 -3.1859 0.8843
O6 3.9831 -4.9016 2.8716
P2 3.5562 -5.5445 4.1842
N6 5.0670 -6.3046 4.5726
C16 5.6311 -7.3130 3.6891
C17 6.0899 -5.3216 4.9073
N7 2.3754 -6.6009 3.5359
C18 2.4262 -8.0423 3.5946
C19 1.6939 -6.1638 2.3236
N8 2.9054 -5.9425 5.8004
C20 2.1537 -4.8116 6.3730
C21 3.6600 -6.6008 6.8591
H34 6.6055 -7.6320 4.0661
H35 5.7616 -6.9554 2.6609
H36 5.0209 -8.2143 3.6764
H37 5.6891 -4.5719 5.6001
H38 6.4580 -4.7930 4.0201
H39 6.9341 -5.8008 5.4083
H40 3.0181 -8.4598 2.7707
H41 1.4178 -8.4614 3.5243
H42 2.8346 -8.4024 4.5392
H43 2.2890 -6.3621 1.4224
H44 1.4823 -5.0972 2.3619
H45 0.7331 -6.6745 2.2251
H46 2.8195 -4.0065 6.7002
H47 1.5485 -5.1318 7.2219
H48 1.4680 -4.4011 5.6243
H49 4.4681 -5.9815 7.2630
H50 4.0751 -7.5461 6.5237
H51 2.9773 -6.8381 7.6808

Mulliken atomic charge list, values in e, 8 entries: -0.516 -0.384 -0.751 -0.009 -0.837 -1.393 2.053 -0.404

***

Entry 3:
Density functional theory data (wB97M-V/def2-TZVPD) for 7 unconnected molecules or ions with the total composition C21H51Cl2F6N3O9P.

Calculated values
Spin multiplicity ... 1
Net charge ... -1
Energy ... -96145.2310 eV
LUMO energy ... 2.122 eV

CARTESIAN COORDINATES (ANGSTROEM)
P1 10.2665 11.4849 27.4765
F1 10.0537 12.5974 26.3243
F2 8.6278 11.3019 27.5901
F3 10.3041 10.3149 26.3486
F4 10.5248 10.4317 28.6827
F5 11.8933 11.7339 27.3042
F6 10.1337 12.6799 28.6166
C1 2.9927 6.0602 33.1328
C2 4.4111 6.6303 33.1971
C3 5.1980 6.3105 31.9164
O1 6.5261 6.9805 32.0736
C4 7.5136 6.4207 31.1580
N1 4.2006 8.1021 33.3460
H1 2.5511 6.0014 32.1380
H2 2.2573 6.5235 33.7906
H3 3.0225 5.0186 33.4525
H4 4.8681 6.3072 34.1324
H5 4.6723 6.6275 31.0157
H6 5.3057 5.2371 31.7598
H7 7.5008 5.3326 31.0951
H8 8.5116 6.7725 31.4193
H9 7.3840 6.8969 30.1862
H10 3.6020 8.3721 32.5785
H11 3.6230 8.2054 34.1681
C5 12.4318 11.7838 35.2505
C6 11.9959 12.0138 33.7666
C7 13.2547 12.3064 32.8607
O2 13.8789 13.4925 33.3977
C8 14.6339 14.1124 32.4752
N2 11.1594 10.9065 33.2624
H12 13.2736 11.1017 35.3700
H13 11.6498 11.3493 35.8731
H14 12.7655 12.7340 35.6674
H15 11.3928 12.9198 33.7067
H16 12.9365 12.3889 31.8214
H17 13.9879 11.5020 32.8005
H18 15.1754 14.9219 32.9648
H19 14.0628 14.5707 31.6678
H20 15.4468 13.4947 32.0934
H21 11.2080 10.9671 32.2553
H22 11.7753 10.1427 33.5022
C9 5.4140 14.2731 31.1774
C10 6.0803 13.3445 32.1941
C11 5.3987 13.5823 33.5534
O3 6.0558 12.6701 34.4500
C12 5.4537 12.7528 35.7314
N3 6.1666 11.9205 31.7974
H23 4.3672 14.0443 30.9776
H24 5.9236 14.2156 30.2156
H25 5.4252 15.3466 31.3662
H26 7.1376 13.5696 32.3334
H27 4.3216 13.4239 33.6076
H28 5.5954 14.6137 33.8460
H29 5.4543 13.7862 36.0781
H30 5.9955 12.0635 36.3791
H31 4.4585 12.3090 35.7046
H32 6.7756 11.9266 30.9916
H33 5.2875 11.6814 31.3616
C13 8.6624 18.2384 24.9210
C14 8.5465 18.2708 26.4148
O4 8.1854 19.5173 26.9865
C15 6.8064 19.8525 27.3336
O5 5.8651 19.0618 27.1977
O6 6.7709 21.0595 27.8996
C16 5.6271 21.6195 28.3539
H34 7.8658 18.8191 24.4558
H35 8.4539 17.2271 24.5718
H36 9.6408 18.5741 24.5773
H37 9.4690 17.9293 26.8842
H38 7.7471 17.5910 26.7097
H39 5.0997 21.0253 29.1001
H40 4.9827 21.7559 27.4854
H41 5.7847 22.6060 28.7899
C17 10.6978 10.0758 20.1297
C18 9.7124 11.2151 19.9450
O7 9.8208 11.5778 18.5405
C19 9.0250 12.5825 18.1473
O8 8.3755 13.3376 18.8847
O9 9.2476 12.7711 16.8015
C20 8.7660 13.9022 16.1683
H42 10.4166 9.5295 21.0300
H43 11.6939 10.4868 20.2940
H44 10.7287 9.3918 19.2815
H45 9.9884 12.0443 20.5964
H46 8.7134 10.8771 20.2206
H47 9.2997 14.8122 16.4422
H48 7.7333 14.1504 16.4135
H49 8.8858 13.8713 15.0853
C21 14.1624 14.5203 23.5815
Cl1 14.7387 15.7241 24.7692
Cl2 13.8506 15.0886 21.9564
H50 14.9027 13.7254 23.4908
H51 13.2566 14.0954 24.0142

Mulliken atomic charge list, values in e, 8 entries: 1.214 -0.367 -0.372 -0.369 -0.360 -0.380 -0.372 -1.512

***

Entry 4:
Density functional theory data (wB97M-V/def2-TZVPD) for a molecular structure, C21H51IN14O9S.

Calculated values
Spin multiplicity ... 1
Energy ... -80832.5628 eV
LUMO energy ... 0.198 eV

CARTESIAN COORDINATES (ANGSTROEM)
C1 -1.2464 -2.0799 -1.2493
C2 -1.2325 -1.7246 -0.1072
C3 -1.2044 -1.4299 1.3222
C4 0.1098 -1.9799 1.9678
C5 1.3582 -1.6152 1.1459
C6 2.6666 -2.2821 1.5857
C7 3.6902 -2.0007 0.4709
C8 -0.0502 -3.5224 2.1272
C9 0.0535 -4.3881 0.8677
N1 -1.3042 -4.8582 0.4631
C10 0.3540 -1.4698 3.4094
O1 -0.6875 -0.5902 3.9343
S1 -0.7781 0.7312 3.0799
O2 -1.7022 1.5838 3.7733
O3 0.5087 1.2989 2.8279
C11 -1.5830 0.1067 1.5382
I1 -0.7151 1.3524 -0.0324
N2 -2.9696 0.3683 1.7403
C12 -3.9322 -0.2961 0.8488
C13 -4.0757 0.3245 -0.5568
C14 -5.5627 0.5542 -0.9107
C15 -6.2283 -0.6357 -1.5940
H1 -1.2643 -2.0716 -2.3174
H2 -2.0322 -1.9848 1.7696
H3 1.5122 -0.5367 1.1642
H4 1.2272 -1.8925 0.1006
H5 2.5676 -3.3618 1.6651
H6 3.0577 -1.8315 2.4976
H7 4.7153 -2.1125 0.8103
H8 3.5323 -2.7539 -0.3075
H9 3.5583 -1.0200 0.0341
H10 -1.0098 -3.6859 2.6183
H11 0.7015 -3.8740 2.8344
H12 0.4608 -3.8566 0.0172
H13 0.6281 -5.2842 1.0953
H14 -1.5127 -4.6137 -0.4921
H15 -1.4143 -5.8477 0.6173
H16 1.2992 -0.9463 3.5162
H17 0.3961 -2.3029 4.1032
H18 -3.2246 0.1340 2.6934
H19 -4.9031 -0.1837 1.3283
H20 -3.7822 -1.3757 0.7411
H21 -3.5953 1.2953 -0.6084
H22 -3.6661 -0.3674 -1.2890
H23 -5.5683 1.3777 -1.6302
H24 -6.1217 0.9065 -0.0447
H25 -6.5547 -1.4009 -0.8959
H26 -7.1337 -0.2773 -2.0901
H27 -5.5831 -1.0260 -2.3797
C16 5.9040 1.4453 0.0347
O4 5.4153 0.3604 0.3427
N3 5.3425 2.6327 0.3790
N4 7.0439 1.5501 -0.7025
H28 5.7439 3.5259 0.1092
H29 4.4998 2.5993 0.9219
H30 7.4891 0.6999 -0.9919
H31 7.4318 2.4360 -0.9703
C17 -2.8418 5.1631 2.3780
O5 -2.6754 6.2948 1.9510
N5 -1.8283 4.3941 2.8630
N6 -4.0752 4.5646 2.4012
H32 -1.9525 3.4581 3.2121
H33 -0.9081 4.7903 2.8574
H34 -4.8490 5.0955 2.0509
H35 -4.2295 3.6344 2.7415
C18 4.2993 0.6256 -3.6961
O6 5.4198 0.1554 -3.8037
N7 3.4659 0.7794 -4.7754
N8 3.7797 1.0303 -2.5014
H36 2.5409 1.1582 -4.7117
H37 3.8153 0.4907 -5.6693
H38 4.3621 0.9365 -1.6858
H39 2.8602 1.4147 -2.3998
C19 -9.5394 -0.3893 0.6694
O7 -8.4027 -0.8244 0.6918
N9 -10.2481 -0.2562 -0.4935
N10 -10.1993 0.0021 1.8028
H40 -11.1834 0.0994 -0.5369
H41 -9.7911 -0.5346 -1.3413
H42 -9.7065 -0.0837 2.6714
H43 -11.1337 0.3627 1.8052
C20 7.2569 5.8611 -1.0493
O8 6.7700 4.7826 -0.7299
N11 6.6867 7.0437 -0.6933
N12 8.3997 5.9505 -1.7834
H44 7.0640 7.9376 -0.9426
H45 5.8424 7.0045 -0.1532
H46 8.8388 5.0932 -2.0617
H47 8.8145 6.8203 -2.0567
C21 2.3696 -4.3911 -3.7897
O9 1.3413 -3.9662 -4.2880
N13 3.4052 -3.5783 -3.4298
N14 2.5658 -5.7266 -3.5479
H48 4.2552 -3.9089 -3.0155
H49 3.2946 -2.5939 -3.5916
H50 1.8239 -6.3509 -3.8007
H51 3.4010 -6.0991 -3.1395

Mulliken atomic charge list, values in e, 8 entries: -0.038 -1.436 0.277 2.672 -1.887 -0.051 -1.326 -2.031

***

Entry 5:
Density functional theory data (wB97M-V/def2-TZVPD) for 6 unconnected molecules or ions with the total composition C21H51IO19S6.

Calculated values
Spin multiplicity ... 1
SMILES ... CC[C@H](I)[C@H](C[SH](=O)=O)OC=O.CCOS(C)(=O)=O.CCOS(C)(=O)=O.CCOS(C)(=O)=O.CCOS(C)(=O)=O.CCOS(C)(=O)=O
Energy ... -134615.1247 eV
LUMO energy ... 0.150 eV

CARTESIAN COORDINATES (ANGSTROEM)
C1 -2.1452 -3.8260 2.3018
C2 -1.4732 -3.7956 0.9189
C3 -0.2734 -2.8313 0.9496
I1 -0.3814 -1.3144 -0.5802
C4 1.1295 -3.4943 1.0521
C5 1.9458 -3.6658 -0.2315
S1 1.2098 -4.4465 -1.6667
O1 0.0158 -5.1729 -1.3481
O2 2.2704 -5.2305 -2.2702
O3 0.9491 -4.6606 1.8685
C6 1.3469 -5.8895 1.4215
O4 0.6372 -6.8385 1.5328
H1 -1.4101 -4.1616 3.0355
H2 -3.0112 -4.4838 2.3133
H3 -2.4465 -2.8212 2.6113
H4 -2.2001 -3.4890 0.1683
H5 -1.1847 -4.8161 0.6848
H6 -0.3790 -2.2455 1.8602
H7 1.7292 -2.8052 1.6533
H8 2.2355 -2.6620 -0.5514
H9 2.8935 -4.1759 -0.0699
H10 0.9777 -3.4214 -2.5281
H11 2.3806 -5.9961 1.0674
O5 5.2006 -2.2330 1.0920
S2 6.5987 -1.9433 1.2182
O6 7.1488 -0.7812 0.5955
O7 7.4250 -3.2264 0.7705
C7 7.1382 -3.7978 -0.5253
C8 7.7423 -2.9971 -1.6609
C9 7.0565 -1.9624 2.9168
H12 6.0593 -3.9106 -0.6447
H13 7.5705 -4.7959 -0.4966
H14 7.2675 -2.0213 -1.7560
H15 7.6142 -3.5328 -2.6016
H16 8.8054 -2.8306 -1.4888
H17 6.6643 -2.8646 3.3777
H18 6.6189 -1.0784 3.3752
H19 8.1403 -1.9251 2.9852
O8 -1.2418 3.2135 2.2807
S3 -0.1989 2.6742 1.4623
O9 0.4929 1.4843 1.8587
O10 0.8698 3.8220 1.1763
C10 1.4195 4.5212 2.3086
C11 2.4683 3.7086 3.0420
C12 -0.7788 2.4932 -0.1872
H20 0.6123 4.8283 2.9762
H21 1.8659 5.4244 1.8960
H22 2.0271 2.8400 3.5290
H23 2.9479 4.3221 3.8055
H24 3.2269 3.3473 2.3478
H25 -1.2662 3.4171 -0.4901
H26 -1.4883 1.6689 -0.1912
H27 0.0670 2.2641 -0.8311
O11 -2.4901 5.3803 -0.3875
S4 -3.5163 6.3725 -0.5122
O12 -3.7281 7.0307 -1.7643
O13 -3.2911 7.4684 0.6245
C13 -1.9834 8.0678 0.7234
C14 -1.7372 9.1080 -0.3514
C15 -5.0415 5.7378 0.0846
H28 -1.2215 7.2864 0.7072
H29 -1.9563 8.5310 1.7082
H30 -1.6825 8.6525 -1.3391
H31 -0.7960 9.6244 -0.1604
H32 -2.5458 9.8385 -0.3704
H33 -4.8786 5.2728 1.0518
H34 -5.3901 5.0008 -0.6353
H35 -5.7555 6.5519 0.1601
O14 3.5800 -6.1337 -7.1553
S5 4.1079 -6.9702 -6.1186
O15 5.4792 -7.3814 -6.1596
O16 3.1821 -8.2621 -5.9916
C16 2.9198 -9.0188 -7.1891
C17 4.0946 -9.8848 -7.5992
C18 3.7483 -6.2765 -4.5442
H36 2.6222 -8.3422 -7.9919
H37 2.0599 -9.6415 -6.9494
H38 4.9415 -9.2790 -7.9181
H39 3.8071 -10.5338 -8.4270
H40 4.4264 -10.5006 -6.7633
H41 2.7017 -6.0037 -4.5047
H42 4.3742 -5.3946 -4.4314
H43 3.9866 -7.0069 -3.7768
O17 -7.2915 5.5075 2.1372
S6 -7.7074 6.0839 3.3820
O18 -7.7892 5.2755 4.5566
O19 -9.0922 6.8328 3.1564
C19 -10.1713 6.0849 2.5544
C20 -10.8298 5.1297 3.5292
C21 -6.7334 7.5089 3.7259
H44 -9.8053 5.5643 1.6682
H45 -10.8854 6.8357 2.2220
H46 -10.1540 4.3246 3.8144
H47 -11.7156 4.6868 3.0735
H48 -11.1221 5.6524 4.4397
H49 -6.7017 8.1375 2.8401
H50 -5.7353 7.1591 3.9811
H51 -7.1740 8.0372 4.5669

Mulliken atomic charge list, values in e, 8 entries: -1.420 -0.141 -0.997 0.056 0.044 -1.563 1.007 -0.585